# 1
Below is a cluster of 3 separate species, C12H33N2O8P3 in total, with properties calculated with wB97M-V/def2-TZVPD.

```
58
C12H33N2O8P3 wB97M-V/def2-TZVPD
C 2.53651 -1.27256 -0.05537
C 3.41776 -0.31529 -0.85562
C 2.67330 0.93485 -1.20210
O 2.57935 1.74489 -0.03156
C 2.02651 2.98421 -0.20874
O 2.59162 3.97865 0.18552
P 0.32917 3.24369 -0.99401
P -0.95935 1.52099 -0.60746
O -1.93266 1.94022 0.37736
O -1.62805 1.16788 -2.02630
O -0.17197 0.21558 -0.10713
P 3.59689 1.74928 -2.60785
O 5.01549 1.34732 -2.65157
H 1.97436 -1.89990 -0.73043
H 1.87226 -0.71622 0.58153
H 3.15095 -1.91763 0.54641
H 3.70665 -0.80184 -1.77198
H 4.31717 -0.06841 -0.32644
H 1.68304 0.68949 -1.57180
H 0.62817 3.13172 -2.37130
H -1.27822 0.35123 -2.38892
H -0.08645 -0.47703 -0.76267
H 3.50010 3.15000 -2.48577
H 2.93065 1.31179 -3.77515
C 2.19980 -7.85770 -0.44172
C 2.25787 -6.89424 0.73909
C 1.77615 -5.47517 0.40441
O 2.70102 -4.69121 -0.32525
C 2.70072 -4.90630 -1.72391
N 3.61386 -6.90422 1.29416
H 3.00885 -7.68573 -1.15086
H 2.29489 -8.88444 -0.09120
H 1.25109 -7.77207 -0.97560
H 1.58262 -7.28032 1.50793
H 1.62352 -4.93960 1.34517
H 0.80627 -5.49656 -0.11068
H 1.69632 -5.12602 -2.09781
H 3.38238 -5.71192 -2.00443
H 3.05795 -3.99039 -2.19675
H 3.63326 -6.34775 2.14385
H 4.21544 -6.39728 0.65118
C -5.19927 5.68625 0.24206
C -4.61812 4.38239 0.78226
C -5.30281 3.88835 2.06507
O -4.93370 4.58154 3.24182
C -5.62590 5.79231 3.47195
N -3.17278 4.53248 0.94687
H -4.87328 6.55004 0.82064
H -4.86903 5.84551 -0.78418
H -6.29168 5.66492 0.24324
H -4.78391 3.61208 0.02292
H -4.99676 2.85288 2.23145
H -6.39627 3.88544 1.95513
H -6.66407 5.73343 3.13200
H -5.12771 6.63558 2.98699
H -5.62144 5.97408 4.54668
H -2.77822 3.63073 1.20626
H -3.02030 5.12000 1.76259
```

Properties
orbital gap = 8.0 eV
total charge = 0
E_LUMO = -0.64 eV
electronic energy = -2212.512296 Eh
structure (SMILES) = CC[C@@H](OC(=O)PP(=O)(O)O)[PH2]=O.COC[C@@H](C)N.COC[C@@H](C)N
multiplicity = 1

# 2
Below is a structure of composition C12H33N3O3Rb, with properties calculated with wB97M-V/def2-TZVPD.

```
52
C12H33N3O3Rb wB97M-V/def2-TZVPD
Rb 7.08328 22.06517 -14.87927
C 5.57462 25.25139 -18.51292
C 5.10152 23.90941 -17.86745
C 4.62386 22.94303 -18.90111
O 3.62825 23.46002 -19.85864
C 2.41309 23.39563 -19.11913
N 6.21131 23.35824 -17.09060
H 6.02786 25.99628 -17.85884
H 4.67076 25.75034 -18.86246
H 6.20549 25.16309 -19.39740
H 4.30348 24.09886 -17.14957
H 4.30684 21.99328 -18.47034
H 5.52512 22.64785 -19.43841
H 1.62963 23.78935 -19.76663
H 2.47322 24.06783 -18.26319
H 2.08958 22.37870 -18.89713
H 6.83063 24.14850 -16.98093
H 6.58426 22.88916 -17.90360
C 3.61221 25.07947 -12.90627
C 4.64651 25.23835 -14.02489
C 5.02600 26.71639 -14.30232
O 3.82979 27.41552 -14.67514
C 3.50558 27.76778 -16.03435
N 5.85620 24.47178 -13.63403
H 3.80877 25.63885 -11.99163
H 3.45381 24.05054 -12.58327
H 2.67853 25.49926 -13.28058
H 4.19815 24.82580 -14.92870
H 5.82961 26.91219 -15.01224
H 5.38525 27.21542 -13.40231
H 2.48009 28.11652 -16.15616
H 3.41892 26.95622 -16.75683
H 4.17953 28.47294 -16.52081
H 6.02808 24.78026 -12.68777
H 6.57359 24.96458 -14.14647
C 12.55122 21.03978 -12.48725
C 11.83914 20.27320 -13.60369
C 10.71057 21.09931 -14.30707
O 9.62189 21.33050 -13.47473
C 8.99448 20.05630 -13.03399
N 12.75168 19.72422 -14.56332
H 11.82754 21.13865 -11.67816
H 12.74985 22.00531 -12.95243
H 13.43296 20.44785 -12.24180
H 11.46135 19.37496 -13.11528
H 10.37894 20.64049 -15.23852
H 11.15884 22.05672 -14.57266
H 9.43415 19.48583 -12.21585
H 8.89018 19.45922 -13.93992
H 7.94771 20.21707 -12.77605
H 12.17597 19.32288 -15.28967
H 13.28217 20.52528 -14.87476
```

Properties
orbital gap (alpha / beta) = 2.9 / 9.6 eV
total charge = 0
E_LUMO (alpha / beta) = 0.13 / 0.29 eV
electronic energy = -890.882134 Eh
multiplicity = 2

# 3
Below is a cluster of 5 separate species, C12H34IN2O6 in total, with properties calculated with wB97M-V/def2-TZVPD.

```
55
C12H34IN2O6 wB97M-V/def2-TZVPD
I -1.13988 -0.38061 0.63877
C -0.69806 -0.29859 -3.53239
C -1.89025 0.76492 -3.59307
C -2.33376 0.88560 -5.11233
O -1.30616 1.43305 -5.92386
C -0.85743 2.80822 -5.71192
N -2.94596 0.44481 -2.63481
H 0.29661 0.14636 -3.55955
H -0.86750 -1.16345 -4.17381
H -0.65388 -0.65776 -2.50421
H -1.47004 1.74201 -3.35472
H -3.32603 1.32865 -5.19721
H -2.60372 -0.12923 -5.40446
H -0.59668 2.94813 -4.66286
H -1.52862 3.57975 -6.08923
H 0.08621 3.10930 -6.16689
H -2.30837 0.39761 -1.85292
H -3.24394 -0.48873 -2.87936
C 0.35728 1.63833 3.91806
C -0.98299 1.26166 4.50242
C -2.29821 2.06109 4.02217
O -2.20274 3.46111 4.27486
C -3.21285 4.27390 3.75205
N -1.10973 -0.18020 4.35672
H 0.52640 1.34308 2.88253
H 1.24652 1.33453 4.47040
H 0.39350 2.71311 3.74022
H -0.75103 1.45569 5.54963
H -3.11121 1.60442 4.58661
H -2.48039 1.86546 2.96546
H -4.14280 3.75977 3.99487
H -3.16100 4.65242 2.73120
H -3.27314 5.16868 4.37159
H -1.50898 -0.24105 3.43098
H -0.21987 -0.48034 3.98503
C 2.48245 -2.15201 1.93334
C 3.48451 -2.90648 2.91043
O 4.29522 -3.93748 2.41019
O 1.80536 -1.25785 2.75404
H 1.82472 -2.79920 1.35315
H 3.12430 -1.61457 1.23528
H 2.93294 -3.30219 3.76324
H 4.14759 -2.13229 3.29651
H 4.92565 -3.47282 1.85498
H 0.99924 -1.12116 2.25097
C 2.90373 -3.14769 -2.40605
C 1.56117 -2.84711 -1.89205
O 1.63532 -1.56617 -1.36930
O 3.98260 -3.23296 -1.43524
H 2.97026 -2.34607 -3.14164
H 3.03012 -4.10519 -2.91133
H 1.22021 -3.46026 -1.05784
H 0.89982 -2.98998 -2.74663
H 0.69535 -1.39850 -1.26966
H 4.39840 -2.37165 -1.35245
```

Properties
orbital gap = 7.7 eV
total charge = -1
E_LUMO = 2.76 eV
electronic energy = -1336.205314 Eh
multiplicity = 1

# 4
Below is a cluster of 7 separate species, C12H35BIN15O8P2 in total, with properties calculated with wB97M-V/def2-TZVPD.

```
74
C12H35BIN15O8P2 wB97M-V/def2-TZVPD
C 3.68815 0.73505 -0.30947
P 2.69704 1.75496 -1.64012
C 3.81903 1.58755 -3.22226
C 1.05809 0.79054 -2.06342
C 0.56119 1.10040 -3.62589
N 0.15212 1.45766 -4.79806
C -0.13532 1.04782 -0.94985
C 0.53917 1.82856 0.36644
N 1.16408 2.60567 1.22477
B -1.23900 2.11731 -1.58162
N -0.86812 3.56652 -1.98014
O -2.69083 1.77780 -1.78535
P -0.89983 -0.56916 -0.28117
O 0.43291 -1.72466 -0.06856
I -2.30499 -1.69176 -2.02740
H 3.69594 1.25880 0.74515
H 4.79125 0.57770 -0.67003
H 3.13051 -0.31793 -0.27190
H 4.85938 1.12597 -2.89979
H 4.05105 2.62691 -3.70816
H 3.32401 0.80534 -3.94464
H 1.39053 -0.35564 -2.07456
H -0.50863 3.59632 -2.95929
H -0.20370 3.98349 -1.29130
H -2.84029 1.64608 -2.77162
H 0.57001 -2.24125 -0.93914
C 7.03688 -1.43697 -2.16097
O 6.74690 -0.56271 -1.35969
N 8.28995 -1.62170 -2.61413
N 6.12930 -2.29401 -2.66238
H 8.54813 -2.33601 -3.27377
H 9.00384 -0.99770 -2.26151
H 5.17376 -2.18943 -2.34721
H 6.34892 -3.02030 -3.32299
C -4.37384 2.82477 1.65865
O -4.68900 3.88667 1.14532
N -3.55213 1.94337 1.06067
N -4.81994 2.44105 2.86835
H -3.28112 1.06413 1.46749
H -3.19361 2.19366 0.14843
H -5.44108 3.07573 3.35279
H -4.57161 1.57059 3.30741
C 0.06296 -5.58020 -0.10622
O 0.07267 -5.13536 -1.24310
N -0.48347 -6.76945 0.20485
N 0.59799 -4.92100 0.93725
H -0.50104 -7.15244 1.13491
H -0.89714 -7.29821 -0.55188
H 1.01977 -4.02153 0.74652
H 0.59963 -5.27099 1.88046
C -7.47256 6.08999 1.53196
O -6.83850 6.37955 2.53425
N -8.40111 6.90401 0.99826
N -7.29932 4.93101 0.87136
H -8.93324 6.68308 0.17361
H -8.56247 7.78692 1.46492
H -6.60954 4.28942 1.23998
H -7.81190 4.67483 0.04445
C 1.00556 -9.97044 1.37240
O 0.86094 -8.82458 1.76806
N 1.97937 -10.77950 1.82714
N 0.20392 -10.52669 0.44634
H 2.11429 -11.72579 1.51355
H 2.60495 -10.39967 2.52552
H -0.54219 -9.95158 0.07772
H 0.30723 -11.46850 0.10802
C 0.43528 6.17588 3.80218
O 1.06934 6.46544 4.80447
N -0.49327 6.98990 3.26848
N 0.60852 5.01691 3.14158
H -1.02540 6.76898 2.44383
H -0.65463 7.87282 3.73514
H 1.29830 4.37532 3.51020
H 0.09594 4.76072 2.31467
```

Properties
orbital gap = 7.8 eV
total charge = 0
E_LUMO = -0.86 eV
electronic energy = -2906.877140 Eh
structure (SMILES) = CP(C)[C@H](C#N)[C@@](C#N)(B(N)O)P(O)I.NC(N)=O.NC(N)=O.NC(N)=O.NC(N)=O.NC(N)=O.NC(N)=O
multiplicity = 1

# 5
Below is a structure of composition C12H35F6MgO7PZr, with properties calculated with wB97M-V/def2-TZVPD.

```
63
C12H35F6MgO7PZr wB97M-V/def2-TZVPD
Mg 1.76927 1.28489 -0.05061
Zr -0.77787 2.65266 -1.62318
O 1.26164 2.91025 -1.14178
H 2.03024 3.48597 -1.32160
O -0.22696 1.08244 -0.28882
H -0.61291 0.33023 0.20083
O -0.24662 1.25973 -3.08943
H -0.35913 0.74975 -3.91514
P 1.76952 -1.83047 1.86210
F 1.82233 -0.36831 1.04381
F 3.00150 -1.31441 2.75863
F 0.77220 -1.04442 2.92537
F 1.70409 -3.23037 2.74491
F 0.55019 -2.39959 0.98222
F 2.80056 -2.45292 0.82714
C -1.91011 -2.54999 -2.13987
C -2.56159 -1.61328 -3.16435
C -3.39718 -2.37648 -4.12845
O -3.42978 -0.75126 -2.48587
H -1.35051 -1.96188 -1.41250
H -1.28277 -3.27261 -2.66176
H -2.64496 -3.13059 -1.58219
H -1.81247 -0.95988 -3.61155
H -4.02389 -3.07756 -3.57725
H -2.73602 -2.95279 -4.77562
H -4.01175 -1.67983 -4.69860
H -3.80200 -1.25680 -1.75960
C 1.52622 -2.10297 -2.48598
C 2.68176 -1.01612 -2.15948
C 3.63290 -0.74566 -3.30164
O 2.03023 0.18023 -1.82655
H 1.89286 -2.81355 -3.22675
H 0.65727 -1.60414 -2.91515
H 1.20782 -2.63999 -1.59249
H 3.30717 -1.35605 -1.33401
H 3.27644 -0.48347 -4.29779
H 4.40345 -1.51638 -3.31975
H 4.19079 0.15992 -3.06335
H 1.41010 0.37878 -2.53197
C 0.49917 3.15489 3.54989
C 1.05902 3.33725 2.14506
C 2.22517 4.34382 2.11897
O 1.66540 2.10260 1.78052
H 1.25394 3.27352 4.32730
H -0.01388 2.20148 3.67596
H -0.22986 3.95826 3.65575
H 0.22510 3.66634 1.52509
H 2.90528 4.19791 2.95817
H 1.83833 5.35763 2.22218
H 2.81654 4.40675 1.20550
H 2.14735 1.83379 2.56606
C -2.30359 0.39085 3.96229
C -2.22049 -0.12241 2.51235
C -2.26298 -1.64642 2.37428
O -3.37747 0.37643 1.87415
H -2.25689 1.47909 3.92175
H -1.43742 0.02113 4.51107
H -3.26515 0.09580 4.38236
H -1.39770 0.38621 2.00994
H -3.21174 -1.98203 2.79299
H -1.47442 -2.18694 2.89783
H -2.28620 -1.95440 1.32895
H -3.40961 1.33527 1.83948
```

Properties
orbital gap (alpha / beta) = 4.1 / 3.2 eV
total charge = +3
E_LUMO (alpha / beta) = -13.82 / -14.65 eV
electronic energy = -2191.712596 Eh
multiplicity = 2

# 6
Below is a structure of composition C12H35InN2O5PS, with properties calculated with wB97M-V/def2-TZVPD.

```
57
C12H35InN2O5PS wB97M-V/def2-TZVPD
O -1.55386 -4.39168 0.10570
In 0.09660 -5.41409 0.92269
P 2.08592 -4.72196 -0.49972
S 2.42046 -6.10826 -1.89083
H -1.83231 -4.94276 -0.61094
H -0.19350 -7.18499 0.87628
H 0.27801 -4.97676 2.66156
H 1.91080 -3.48811 -1.17966
H 3.21503 -4.56044 0.36069
C -0.32638 -0.22919 3.46181
O -0.28763 -0.28162 2.04976
C -1.08020 -1.34082 1.50054
C -2.23423 -0.77283 0.70112
N -3.21500 -0.12955 1.57441
C -4.23558 0.62444 0.85743
C -3.78208 1.85111 0.06491
O -3.29552 2.91230 0.87132
C -1.91244 2.84515 1.17835
H 0.37840 0.53756 3.78396
H -1.32473 0.03824 3.82597
H -0.02422 -1.18586 3.89693
H -1.43211 -2.02787 2.27149
H -0.43806 -1.90716 0.82271
H -2.71466 -1.58453 0.15084
H -1.81640 -0.06032 -0.02465
H -2.72885 0.49878 2.19905
H -4.96944 0.95833 1.59613
H -4.75845 -0.05498 0.17744
H -4.66119 2.25080 -0.44923
H -3.05487 1.59993 -0.71449
H -1.33957 2.36781 0.37959
H -1.74178 2.31783 2.11970
H -1.54957 3.86725 1.30038
C 3.91498 3.23406 -0.50376
O 2.72762 2.73240 0.07912
C 1.54262 3.30294 -0.46575
C 0.74046 2.25371 -1.21262
N 1.42185 1.85125 -2.44009
C 0.81225 0.70061 -3.10364
C 0.84898 -0.63887 -2.36999
O 2.14768 -1.18483 -2.22763
C 2.86330 -0.75001 -1.08531
H 4.75527 2.81063 0.04433
H 4.00056 2.94026 -1.55485
H 3.96097 4.32476 -0.42440
H 1.76962 4.15618 -1.11021
H 0.94488 3.66588 0.37586
H -0.23822 2.66995 -1.46977
H 0.58581 1.40543 -0.53379
H 2.38117 1.62432 -2.21823
H 1.32394 0.57059 -4.06032
H -0.22988 0.94423 -3.33357
H 0.29502 -1.35951 -2.97701
H 0.34103 -0.59896 -1.39999
H 2.19500 -0.50256 -0.25656
H 3.49901 0.10811 -1.32470
H 3.51346 -1.56631 -0.76843
```

Properties
orbital gap = 6.6 eV
total charge = -1
E_LUMO = 2.46 eV
electronic energy = -1893.517625 Eh
multiplicity = 1

Q: Which formula does entry 2 have?
A: C12H33N3O3Rb